10
Properties=species:S:1:pos:R:3:forces:R:3:mulliken_charge:R:1 method="wB97M-V/def2-TZVPD" relative_energy_kcal_mol=35.7 lumo_energy_ev="-0.77 / -3.83" spin_multiplicity=3 gap_ev="6.50 / 6.11" homo_ev="-7.274 / -9.942" s_squared=2.009
C -1.399679 0.268998 0.577792 -0.357 -0.024 0.354 0.274
C 0.604127 -0.253388 -0.680582 -0.148 0.897 0.339 0.637
C -0.367669 -0.675512 0.430574 1.814 2.400 1.313 -0.504
N -2.307629 0.957708 0.739275 -0.400 0.368 -0.086 -0.431
N 1.030886 1.040464 -0.566244 1.996 -0.525 -3.140 -0.356
O 0.865049 -1.009735 -1.583704 0.193 -0.220 -0.253 -0.572
I 0.545555 -0.935878 2.422725 -0.236 0.011 -0.882 0.185
I -1.195927 -2.743811 -0.174190 -0.745 -2.371 -0.833 0.337
H 0.725569 1.663720 0.065596 -1.980 1.549 3.517 0.188
H 1.499719 1.687433 -1.231241 -0.137 -2.084 -0.330 0.243

=====

8
Properties=species:S:1:pos:R:3:forces:R:3:mulliken_charge:R:1 method="wB97M-V/def2-TZVPD" charge=+1 relative_energy_kcal_mol=49.5 lumo_energy_ev="-5.58 / -10.48" spin_multiplicity=3 gap_ev="6.98 / 4.85" homo_ev="-12.562 / -15.334" s_squared=2.011
C -0.419431 -2.274342 -0.006481 3.622 -6.970 -0.891 0.374
C -1.710451 -0.770093 0.050369 3.820 -2.879 0.280 0.036
C -0.131061 -0.262571 0.097004 -0.641 1.009 -1.222 -0.276
N -1.678265 -2.108777 -0.064905 -5.061 4.817 0.637 -0.352
N 0.582899 -1.596001 -0.031271 0.662 4.134 1.546 -0.289
I -3.439130 0.167860 -0.003365 -1.720 1.091 -0.068 0.820
H -0.019639 0.106336 -0.931586 -0.104 0.277 -0.091 0.310
H 0.220279 0.598070 0.744382 -0.578 -1.478 -0.191 0.377

=====

9
Properties=species:S:1:pos:R:3:forces:R:3:mulliken_charge:R:1 method="wB97M-V/def2-TZVPD" charge=+2 relative_energy_kcal_mol=6.7 lumo_energy_ev=-9.52 gap_ev=8.61 homo_ev=-18.133
C 0.512247 -1.390961 0.461534 0.046 -0.765 0.491 0.398
C 0.707780 -3.706606 1.275853 -0.377 1.713 -0.577 0.175
C -0.935751 2.970438 -1.353511 0.702 0.884 1.551 0.008
N 0.480419 -0.308277 0.116344 -0.116 1.216 -0.492 -0.118
N 0.578789 -2.620211 0.926276 0.386 -1.934 0.450 0.030
N -0.278553 3.378093 -0.496679 1.975 1.567 0.841 -0.086
I -2.292349 2.435245 -2.627464 -0.400 -0.288 -0.608 0.613
H 0.777540 -4.734408 1.584048 0.098 -0.411 0.198 0.516
H 0.449878 3.976686 0.113599 -2.315 -1.983 -1.853 0.466

=====

9
Properties=species:S:1:pos:R:3:forces:R:3:mulliken_charge:R:1 method="wB97M-V/def2-TZVPD" charge=+1 relative_energy_kcal_mol=38.2 lumo_energy_ev=-5.63 gap_ev=9.11 homo_ev=-14.742
C 0.427084 0.147010 -0.218896 0.779 3.500 -0.119 -0.525
C 3.032589 -0.153624 0.093448 -2.533 -0.742 -1.059 0.754
C -2.315478 1.597327 1.282148 0.015 0.140 0.065 0.106
O 4.088891 0.187111 0.186915 2.022 0.739 0.589 -0.085
O -2.966769 2.364716 1.776873 0.040 -0.147 -0.083 -0.103
O 1.939489 -0.596349 -0.142972 -0.587 0.104 0.475 -0.232
I 0.317290 1.386897 -1.985830 0.263 -0.833 1.240 0.360
H 0.304819 0.734155 0.733996 0.612 -0.794 -1.030 0.387
H -0.242489 -0.637154 -0.313320 -0.610 -1.966 -0.078 0.339

=====

10
Properties=species:S:1:pos:R:3:forces:R:3:mulliken_charge:R:1 method="wB97M-V/def2-TZVPD" charge=+1 relative_energy_kcal_mol=29.4 lumo_energy_ev="-3.53 / -3.71" spin_multiplicity=2 gap_ev="6.45 / 8.94" homo_ev="-9.980 / -12.646" s_squared=0.753
C -2.830149 -0.721275 -0.049699 0.759 -0.089 0.706 -0.754
C -1.972382 0.260463 0.063402 -1.612 0.443 -0.966 0.788
O -1.425973 1.305542 0.050321 0.703 -0.545 0.414 -0.540
Li 0.432886 1.945825 -0.031365 0.174 -0.523 -0.059 0.930
H -3.535242 -0.721072 -0.881381 0.344 0.066 0.188 0.265
H -2.822332 -1.522981 0.688889 -0.018 0.193 -0.328 0.243
O 2.676537 -1.284980 0.148511 -0.692 0.569 -0.245 -0.506
C 1.809090 -0.440173 -0.021209 1.465 -0.764 0.359 0.384
Rb 5.760253 0.364877 0.089317 -0.497 -0.237 0.005 0.952
O 1.907312 0.813778 -0.056786 -0.627 0.887 -0.074 -0.762

=====

7
Properties=species:S:1:pos:R:3:forces:R:3:mulliken_charge:R:1 method="wB97M-V/def2-TZVPD" relative_energy_kcal_mol=144.5 lumo_energy_ev=-0.31 gap_ev=9.69 homo_ev=-9.999
C 0.924952 -1.619651 -0.005888 0.533 0.829 -0.018 -0.466
C 1.919048 -0.812428 0.026221 -1.118 -2.534 -0.430 0.536
C 0.282124 -0.157841 -0.008124 0.905 0.879 -3.771 -0.184
N 2.541053 0.355546 -0.014345 2.511 1.033 0.341 -0.226
N 1.566042 1.101851 0.008818 -2.773 -0.629 -0.484 -0.185
H -0.409660 0.006587 -0.916623 1.557 -0.174 1.315 0.270
H -0.192597 0.001600 0.863366 -1.616 0.597 3.046 0.255

=====

no.,electronic energy (eV)
1,-24368.5321
2,-14208.8314
3,-15691.5422
4,-17376.4652
5,-10140.3283
6,-6116.2191